[1]
Here is a molecular structure, C36H48N2O2P3RuS2 in a non-equilibrium geometry from the OMol25 dataset. Energies are from ωB97M-V/def2-TZVPD.

Each line ends with the Mulliken charge.
Positions of all 94 atoms, in Å:
1 Ru 0.0953 0.1741 0.2398  0.2238
2 S -1.8040 -0.1383 -1.0339  -0.2978
3 S -1.0126 0.0896 2.2532  -0.5679
4 P 2.2617 0.9902 -0.4321  0.7367
5 P -3.0988 -0.5953 2.2796  -0.0100
6 P -0.3620 2.3996 -0.2069  1.1389
7 O -3.0392 -1.5818 3.5408  -0.1318
8 O -3.8393 0.6545 2.9303  -0.2544
9 N 0.5692 -1.8656 0.3929  0.3618
10 N 0.9216 -4.0786 -0.2506  0.3535
11 C 4.1101 -1.0131 -0.1827  -0.7134
12 C 0.8957 -2.3242 -1.9503  -1.2730
13 C 4.9163 -1.0197 -2.8401  -0.8477
14 C 3.2518 1.9504 3.4061  -0.8185
15 C -0.5894 -5.3498 -1.8001  -0.9191
16 C 3.0386 1.7491 1.0163  0.6006
17 C 2.6159 1.4094 2.2976  0.3452
18 C -0.2397 -5.0295 1.7503  -0.6766
19 C 1.9936 2.3844 -1.6187  -1.5068
20 C 0.3817 4.7403 2.9926  -0.7158
21 C 0.8272 -5.1095 -1.2958  -0.7786
22 C -3.7537 -3.7322 4.3320  -1.4678
23 C 3.9190 -0.1479 -2.4234  -0.3184
24 C -4.7196 2.3078 -1.8013  -0.9860
25 C 3.5227 -0.1291 -1.0895  0.8879
26 C 4.1152 2.6202 0.8485  -0.7313
27 C 1.0638 -4.5494 1.1287  -1.0877
28 C 5.0973 -1.8867 -0.6044  -0.6735
29 C -3.9540 3.4774 -1.9224  -0.4310
30 C 4.3081 2.8318 3.2344  -0.5831
31 C 5.5080 -1.8843 -1.9324  -0.5921
32 C 0.7798 5.9453 2.4314  -0.6118
33 C -2.1182 2.5426 -0.7219  -0.1584
34 C -3.9365 0.9756 4.3452  -0.1363
35 C -5.2896 0.5697 4.8728  -1.1556
36 C 0.8081 6.1025 1.0510  -0.8331
37 C 0.7754 -2.7750 -0.5240  1.1948
38 C 4.7401 3.1667 1.9559  -0.8867
39 C 0.0167 3.6821 2.1752  -0.4395
40 C -2.8818 1.3288 -0.5113  1.9886
41 C -2.8501 -3.0016 3.3712  -0.0949
42 C 0.0521 3.8341 0.7878  0.7894
43 C 0.4924 2.6158 -1.8204  -1.1114
44 C -2.6644 3.6054 -1.3863  -0.6827
45 C 0.4461 5.0495 0.2271  -0.3859
46 C -4.2062 1.2574 -1.0978  -0.5220
47 H 5.5718 3.8453 1.8239  0.4671
48 H 6.2942 -2.5527 -2.2567  0.4537
49 H -0.9969 -4.2434 1.7340  0.0056
50 H -2.9700 1.1209 0.5706  -0.8764
51 H 1.7980 -5.3551 1.1142  0.4454
52 H 5.5553 -2.5636 0.1041  0.4626
53 H -5.3774 0.8638 5.9192  0.3888
54 H -0.2933 2.7373 2.6059  0.2668
55 H -5.7062 2.2590 -2.2388  0.4798
56 H -4.8009 -3.5272 4.1126  0.3137
57 H -3.5881 -4.8065 4.2500  0.4269
58 H -3.5450 -3.4293 5.3571  0.3157
59 H 3.4594 0.5011 -3.1570  0.3167
60 H 0.3633 4.6218 4.0677  0.4744
61 H 4.4808 2.8626 -0.1429  0.4507
62 H -4.7803 0.3534 -0.9324  0.5430
63 H 1.7273 -2.8139 -2.4526  0.4777
64 H 1.1148 7.0445 0.6174  0.4519
65 H -1.2262 -5.7534 -1.0148  0.2646
66 H 1.0710 6.7677 3.0710  0.4395
67 H -1.0509 -4.4338 -2.1674  0.2149
68 H -5.4213 -0.5097 4.8091  0.2436
69 H 2.4730 2.1810 -2.5741  0.6941
70 H 3.8069 -1.0073 0.8586  0.4089
71 H -3.0667 -3.2745 2.3331  0.3891
72 H -0.5712 -6.0659 -2.6211  0.3956
73 H -6.0865 1.0568 4.3126  0.3204
74 H -0.6351 -5.8929 1.2175  0.3337
75 H 1.0660 -1.2497 -1.9707  -0.2941
76 H 1.5084 -3.7497 1.7225  0.4891
77 H -4.3709 4.3138 -2.4719  0.4515
78 H 1.4932 -4.8584 -2.1205  0.3689
79 H 0.2864 3.5755 -2.2968  0.7393
80 H 0.0737 1.8350 -2.4607  0.5152
81 H 2.4718 3.2670 -1.1924  0.4732
82 H 0.3999 -2.2448 1.3183  -0.1552
83 H -3.1300 0.4748 4.8811  0.2808
84 H -3.7845 2.0518 4.4081  0.3682
85 H 5.2331 -1.0161 -3.8742  0.4549
86 H -2.1082 4.5219 -1.5350  0.5013
87 H -0.0712 -5.3289 2.7847  0.4552
88 H 2.9209 1.6831 4.4007  0.4855
89 H -0.0155 -2.5312 -2.5119  0.3685
90 H 1.2196 -6.0248 -0.8547  0.4098
91 H -1.7983 -3.2138 3.5728  0.2318
92 H 4.8054 3.2529 4.0978  0.4475
93 H 1.7885 0.7209 2.4457  0.3092
94 H 0.4799 5.1868 -0.8473  0.3103

Gap between HOMO and LUMO (spin up / spin down) ... 5.174 / 5.381 eV
LUMO level (spin up / spin down) ... -7.47 / -7.46 eV
2S+1 ... 2
Charge ... +2
Energy relative to the best compared isomer or geometry (same formula, charge and spin) ... 2.669 eV
E_HOMO (spin up / spin down) ... -12.64 / -12.84 eV
Energy ... -3575.482929 hartree
⟨S²⟩ ... 0.77

***

[2]
Here is a molecular structure, C36H48N2P2STi from the OMol25 dataset. Energies are from ωB97M-V/def2-TZVPD.

Each line ends with the Mulliken charge.
Positions of all 90 atoms, in Å:
1 Ti -0.0695 -0.8928 -0.1951  -0.5038
2 S 0.4608 -2.8170 -1.6662  -0.6810
3 P 2.1583 0.4064 -0.3569  1.9683
4 P -2.5747 -0.8089 -0.8169  1.2589
5 N -0.5531 1.2027 0.0935  0.8566
6 N 0.6166 -2.3232 1.2870  0.9379
7 C -4.0942 2.9762 -1.4335  0.0969
8 C -0.1317 -0.7227 2.9384  -1.1605
9 C 2.1272 3.3386 2.5828  0.5487
10 C 3.0986 4.0583 3.4792  -1.5652
11 C 0.3083 1.9603 0.8898  -0.9798
12 C -0.1362 2.8755 1.8515  0.0041
13 C 3.8573 -0.7757 1.4848  -1.2141
14 C 0.7548 3.5452 2.6731  -1.0028
15 C -3.9752 1.6058 -1.2872  -0.3873
16 C -3.5380 -1.8843 1.5231  -1.3132
17 C 0.5384 -2.0096 2.5700  0.7392
18 C 2.5739 2.4190 1.6401  -0.5737
19 C 2.8165 0.3105 -3.0531  -1.4924
20 C -1.8292 3.1752 -0.5969  -0.4416
21 C 2.6112 -5.4424 1.4200  -0.9927
22 C -4.0584 -1.2392 -3.2849  -1.5390
23 C 2.9214 2.6374 -2.0191  -1.4750
24 C 1.3278 -3.7825 -0.4889  0.8162
25 C 1.1176 -2.8171 3.5701  -0.8758
26 C 3.8410 -0.2507 0.0465  0.3977
27 C -2.8223 0.9902 -0.7891  0.0484
28 C 1.8026 -3.9416 3.2130  -1.0364
29 C 1.7025 1.7250 0.8086  -0.3758
30 C -5.3622 3.6110 -1.9372  -1.8263
31 C 2.6702 -5.7315 0.0848  -0.6891
32 C 1.9071 -4.2936 1.8501  1.4088
33 C -5.3407 -1.0253 0.0136  -1.6237
34 C 2.2559 1.2644 -1.9970  0.7489
35 C 5.0826 0.5894 -0.2490  -1.4536
36 C 2.0310 -4.9109 -0.8582  -0.7081
37 C 1.2776 -3.4610 0.9005  -1.0490
38 C -1.6635 -0.4839 -3.3838  -1.2938
39 C -2.9800 3.7456 -1.0951  -0.9476
40 C -3.9573 -1.6675 0.0661  0.6484
41 C -2.6964 -1.2966 -2.6020  0.3522
42 C -1.7142 1.7833 -0.3932  -0.6414
43 H -2.5876 -2.4148 1.5971  0.1106
44 H 2.7799 3.0942 -3.0018  0.4850
45 H -5.9442 4.0460 -1.1209  0.3359
46 H 1.1922 1.4193 -2.2197  0.1140
47 H -0.4911 -0.7539 3.9662  0.6339
48 H 3.5523 3.3784 4.2041  0.2671
49 H 3.2071 -6.6055 -0.2619  0.3769
50 H -0.6564 -0.5755 -2.9631  0.0395
51 H -5.1510 4.4121 -2.6474  0.3942
52 H 2.4839 3.3026 -1.2739  0.2968
53 H 1.0210 -2.5193 4.6053  0.5549
54 H 5.1771 0.8343 -1.3046  0.2996
55 H 3.9099 4.5102 2.9057  0.3572
56 H 3.8867 0.1440 -2.9128  0.2702
57 H 3.8549 0.0410 2.2078  0.2089
58 H -3.4319 -0.9216 2.0319  0.2797
59 H -3.0134 4.8212 -1.2354  0.3971
60 H -5.7214 -0.9083 -0.9999  0.2668
61 H 3.6393 2.2407 1.5600  0.2925
62 H 2.9975 -1.4130 1.6945  0.2484
63 H 2.6028 4.8529 4.0365  0.3987
64 H 3.0902 -6.0728 2.1585  0.4035
65 H 3.9932 2.5841 -1.8343  0.2145
66 H -1.1995 3.0505 1.9589  0.5971
67 H -4.8138 0.9879 -1.5814  0.2612
68 H -4.2991 -2.4585 2.0559  0.5168
69 H -0.9836 3.8089 -0.3648  0.5438
70 H -5.9957 2.8782 -2.4380  0.3453
71 H -4.4200 -0.2128 -3.3695  0.2671
72 H -1.9276 0.5758 -3.4002  0.2425
73 H 2.0789 -5.1692 -1.9083  0.4864
74 H -6.0475 -1.6501 0.5649  0.4796
75 H 3.8801 -1.1282 -0.6110  0.4718
76 H -1.6143 -0.8401 -4.4148  0.5428
77 H 0.5670 0.1138 2.8472  0.0601
78 H 2.2695 -4.5737 3.9585  0.3989
79 H -2.3639 -2.3398 -2.5781  0.6408
80 H -0.9786 -0.5082 2.2783  -0.0979
81 H 4.7602 -1.3674 1.6507  0.5470
82 H 0.3697 4.2430 3.4088  0.3424
83 H 5.9706 0.0178 0.0335  0.4871
84 H -5.3269 -0.0421 0.4862  0.3362
85 H -4.8092 -1.8349 -2.7652  0.3620
86 H -3.9978 -2.6455 -0.4283  0.5450
87 H 2.6806 0.7307 -4.0518  0.4950
88 H 5.1039 1.5229 0.3138  0.1585
89 H -3.9749 -1.6355 -4.2998  0.4711
90 H 2.3184 -0.6616 -3.0210  0.2652

Gap between HOMO and LUMO (spin up / spin down) ... 6.000 / 6.743 eV
LUMO level (spin up / spin down) ... 0.15 / 0.09 eV
2S+1 ... 3
Charge ... 0
E_HOMO (spin up / spin down) ... -5.85 / -6.65 eV
Energy ... -3440.583901 hartree
⟨S²⟩ ... 2.01